Record 1
3 unconnected molecules or ions with the total composition C4H12N2O in a non-equilibrium geometry. Source: OMol25; level of theory: ωB97M-V with the def2-TZVPD basis set.

```
19
Properties=species:S:1:pos:R:3:lowdin_charge:R:1
C -0.7134 1.1055 -0.6286 -0.12
C -0.2526 0.6842 0.8038 -0.18
C -0.5725 -0.8915 0.9957 -0.27
N -0.1220 -1.7461 -0.0559 0.11
N 2.2275 -0.3947 -0.5268 0.13
C 2.9909 0.5860 -0.0799 -0.06
O -2.7973 -0.6848 -0.7443 -0.29
H -1.7661 0.7318 -0.8891 0.06
H -0.0517 0.5847 -1.2754 0.03
H -0.8991 1.2542 1.5146 0.12
H 0.8499 0.7365 0.8502 0.05
H -1.7003 -0.9893 0.9619 0.10
H -0.1783 -1.1569 1.9450 0.09
H -0.6551 -1.4854 -0.8373 0.03
H 0.8550 -1.3598 -0.3492 0.04
H -0.5891 2.2312 -0.6638 0.10
H 3.9315 0.7365 -0.5605 0.07
H 2.9245 1.1070 0.8361 0.06
H -3.4817 -1.0489 -1.2964 -0.06
```

Properties
Calculated total energy: -9361.109 eV
E_HOMO: -8.0 eV
Charge: 0
Gap between HOMO and LUMO: 3.61 eV
ΔE to the lowest compared entry with this formula, charge and spin: 973.1 kJ/mol

=====

Record 2
C21H28N6O3 in the gas phase in a non-equilibrium geometry. Source: OMol25; level of theory: ωB97M-V with the def2-TZVPD basis set.

```
58
Properties=species:S:1:pos:R:3:lowdin_charge:R:1
C 2.5607 0.2797 4.6081 -0.07
C 1.4587 -0.7423 4.3855 -0.28
O 1.4054 -1.0460 3.0104 -0.14
C 0.4049 -1.9707 2.6745 -0.20
C 0.4189 -2.1450 1.1565 -0.08
N 0.1998 -0.8840 0.4903 0.07
C -0.7416 0.0809 0.6766 -0.30
N -1.9182 -0.0673 1.3688 -0.04
C -2.7465 -1.2398 1.1299 -0.12
C -3.7107 -0.9683 -0.0596 -0.13
N -3.2675 0.1526 -0.8520 -0.09
C -2.2590 -0.0122 -1.7997 -0.24
C -1.5869 -1.2218 -1.9910 -0.04
C -0.5715 -1.3332 -2.9229 -0.08
C -0.2062 -0.2527 -3.7040 -0.10
C -0.9039 0.9356 -3.5672 -0.09
C -1.9192 1.0535 -2.6402 -0.04
C -3.3181 1.3735 -0.0697 -0.14
C -2.7480 1.1275 1.3525 -0.12
N -0.4067 1.2409 0.1225 0.22
C 0.7799 1.0154 -0.4759 -0.21
C 1.1947 -0.2845 -0.2707 -0.07
C 2.3800 -0.8044 -0.8586 -0.38
O 2.8275 -1.9362 -0.7696 0.06
N 3.0390 0.1674 -1.6231 0.04
C 4.2570 -0.2824 -2.2765 -0.01
C 2.6496 1.4770 -1.8481 -0.44
O 3.2937 2.2280 -2.5530 0.06
N 1.4933 1.8948 -1.2251 0.02
C 1.0026 3.2388 -1.4279 0.00
H 2.3494 1.1784 4.0354 0.08
H 2.6282 0.5319 5.6626 0.07
H 3.5108 -0.1266 4.2735 0.08
H 1.6598 -1.6587 4.9635 0.12
H 0.4869 -0.3402 4.7161 0.12
H 0.5934 -2.9435 3.1567 0.13
H -0.5779 -1.6022 3.0114 0.12
H -0.3155 -2.8992 0.8580 0.12
H 1.4078 -2.4844 0.8378 0.12
H -2.1182 -2.1015 0.9272 0.09
H -3.3171 -1.4383 2.0434 0.12
H -4.7038 -0.7100 0.3227 0.12
H -3.8169 -1.8508 -0.6902 0.12
H -1.8301 -2.0913 -1.4000 0.10
H -0.0512 -2.2748 -3.0229 0.11
H 0.6014 -0.3357 -4.4148 0.10
H -0.6546 1.7806 -4.1929 0.11
H -2.4619 1.9842 -2.5715 0.11
H -4.3584 1.7128 -0.0031 0.12
H -2.7215 2.1388 -0.5570 0.09
H -2.1373 1.9730 1.6633 0.12
H -3.5478 0.9692 2.0797 0.12
H 4.0187 -1.0635 -2.9989 0.10
H 4.7107 0.5690 -2.7763 0.09
H 4.9333 -0.6962 -1.5291 0.10
H 1.6988 3.7501 -2.0895 0.09
H 0.0101 3.1988 -1.8756 0.08
H 0.9414 3.7557 -0.4702 0.10
```

Properties
Calculated total energy: -37315.916 eV
E_HOMO: -7.6 eV
Charge: 0
SMILES: CCOCCn1c(N2CCN(c3ccccc3)CC2)nc2c1c(=O)n(C)c(=O)n2C
Gap between HOMO and LUMO: 8.20 eV
ΔE to the lowest compared entry with this formula, charge and spin: 185.2 kJ/mol

=====

Record 3
A molecular structure, C6H14O3Sr in a non-equilibrium geometry. Source: OMol25; level of theory: ωB97M-V with the def2-TZVPD basis set.

```
24
Properties=species:S:1:pos:R:3:lowdin_charge:R:1
H 0.8658 0.3407 -0.0548 0.16
C -0.5894 2.0979 -1.1664 -0.44
O 0.7917 2.0026 -1.2558 -0.35
C 1.5067 1.9369 -0.0318 -0.13
H -0.9339 3.1253 -0.9605 0.05
H -1.0354 1.5883 -2.0302 0.04
H 2.5403 2.2745 -0.2052 0.12
H 0.9633 2.7738 0.4590 0.08
Sr -1.4259 0.8601 0.7077 1.55
C 1.5589 1.5070 2.0665 -0.04
O 0.2593 1.0518 2.3604 -0.46
C 0.0297 0.4841 3.6659 -0.16
C 0.1301 -1.0213 3.6774 -0.22
O 1.4606 -1.4131 3.4823 -0.18
C 1.5956 -2.7557 3.0847 -0.09
H 1.5500 2.5613 2.3582 0.11
H 2.3573 0.7837 2.2364 0.12
H -0.9909 0.7791 3.9398 0.13
H 0.7436 0.9408 4.3634 0.15
H -0.5313 -1.4534 2.9024 0.12
H -0.2429 -1.3747 4.6567 0.15
H 2.6646 -2.9570 2.9495 0.10
H 1.1842 -3.4372 3.8488 0.10
H 1.0749 -2.9392 2.1295 0.09
```

Properties
Multiplicity: 2
Calculated total energy: -13412.150 eV
E_HOMO (spin up / spin down): -10.7 / -10.5 eV
Charge: +1
Gap between HOMO and LUMO (spin up / spin down): 6.56 / 5.83 eV
ΔE to the lowest compared entry with this formula, charge and spin: 588.0 kJ/mol

=====

Record 4
2 unconnected molecules or ions with the total composition C5H8O. Source: OMol25; level of theory: ωB97M-V with the def2-TZVPD basis set.

```
14
Properties=species:S:1:pos:R:3:lowdin_charge:R:1
C -0.0371 -1.9997 0.0962 -0.03
C -0.5176 -1.3073 1.0971 -0.19
C -0.9893 -0.6006 2.0877 0.01
H -0.6348 -2.1965 -0.7907 0.06
H 0.9652 -2.4202 0.1292 0.06
H -0.8498 0.4773 2.1064 0.05
H -1.5258 -1.0675 2.9096 0.06
C 0.3075 1.2309 -1.7187 -0.05
C 0.7727 1.3546 -0.2931 -0.33
O 0.1558 1.9318 0.5724 0.02
H -0.7116 1.6113 -1.8106 0.08
H 0.9734 1.8012 -2.3778 0.08
H 0.3514 0.1825 -2.0325 0.07
H 1.7520 0.8824 -0.0656 0.12
```

Properties
Calculated total energy: -7359.873 eV
E_HOMO: -9.8 eV
Charge: 0
SMILES: C=C=C.CC=O
Gap between HOMO and LUMO: 10.85 eV
ΔE to the lowest compared entry with this formula, charge and spin: 229.9 kJ/mol

=====

Record 5
2 unconnected molecules or ions with the total composition C8H14N4S in a non-equilibrium geometry. Source: OMol25; level of theory: ωB97M-V with the def2-TZVPD basis set.

```
27
Properties=species:S:1:pos:R:3:lowdin_charge:R:1
N 0.8526 -2.5714 0.4946 0.14
C 1.7867 -1.6216 0.2299 -0.50
N 2.9152 -1.8447 -0.4192 0.07
N 3.4736 -0.6109 -0.5081 -0.01
C 2.6629 0.2763 0.0950 -0.76
S 2.9873 1.9736 0.2417 0.84
N 1.5947 -0.3202 0.5706 0.12
H 1.1742 -3.5219 0.4488 0.09
H 0.2241 -2.3268 1.2389 0.08
H 4.3610 -0.4775 -0.9627 0.15
H 1.8268 2.2002 0.8509 -0.14
C -0.8436 1.9251 0.7658 0.02
C -0.8729 1.0595 -0.2376 -0.37
C -0.2263 1.3585 -1.5595 -0.06
C -1.6015 -0.2304 -0.2098 -0.28
C -2.3146 -0.7581 1.0009 -0.12
C -3.1092 -0.2273 -0.1471 -0.10
H -1.3193 1.7326 1.7113 0.05
H -0.3485 2.8792 0.6785 0.05
H 0.4703 2.1910 -1.4873 0.06
H 0.3079 0.4844 -1.9292 0.08
H -0.9912 1.6165 -2.2930 0.09
H -1.1629 -0.9817 -0.8550 0.13
H -2.2929 -0.1866 1.9149 0.09
H -2.3028 -1.8265 1.1614 0.09
H -3.6555 -0.9185 -0.7718 0.10
H -3.5961 0.7275 -0.0228 0.10
```

Properties
Calculated total energy: -25317.463 eV
E_HOMO: -8.3 eV
Charge: 0
SMILES: Nc1n[nH]c(S)n1.C=C(C)C1CC1
Gap between HOMO and LUMO: 9.01 eV
ΔE to the lowest compared entry with this formula, charge and spin: 71.0 kJ/mol

=====

Record 6
A molecular structure, CH24F3O19PSZr in a non-equilibrium geometry. Source: OMol25; level of theory: ωB97M-V with the def2-TZVPD basis set.

```
50
Properties=species:S:1:pos:R:3:lowdin_charge:R:1
Zr -0.6221 -2.1541 -4.7229 1.65
C 0.7364 0.7204 1.2859 -0.68
F 0.8962 1.7073 2.1209 0.16
F 1.7009 0.7614 0.3333 0.10
F 0.7741 -0.4480 1.9145 0.12
S -0.9960 0.7710 0.4735 0.51
O -1.8966 0.0844 1.4782 -0.39
O -1.2966 2.1278 0.0607 -0.35
O -0.8064 -0.0954 -0.7091 -0.42
P 3.4076 -2.4861 -4.8630 0.13
O 2.6102 -1.1552 -4.9426 -0.20
O 4.9803 -2.6166 -4.9219 -0.26
O 2.4238 -3.1147 -5.8459 -0.21
O 2.4532 -2.9129 -3.7350 -0.20
O -1.3972 2.0277 -5.2461 -0.06
H -0.7853 2.7530 -5.1202 0.04
H -2.2021 2.4437 -5.5548 0.03
O -7.5099 0.5588 2.0757 -0.06
H -7.9840 0.1287 2.7874 0.03
H -6.5959 0.3088 2.2107 0.03
O -2.0527 -4.6880 -1.9239 -0.06
H -2.4705 -5.5389 -2.0564 0.03
H -1.9496 -4.6163 -0.9750 0.04
O -2.0355 1.2151 6.1221 -0.05
H -1.9292 0.6868 5.3310 0.03
H -1.1797 1.1818 6.5496 0.03
O 2.5923 2.9020 6.7644 -0.05
H 3.4805 2.8749 6.4086 0.03
H 2.0739 3.3305 6.0834 0.03
O -2.2192 -4.4534 2.6935 -0.06
H -1.7239 -4.4524 3.5126 0.03
H -2.6267 -3.5880 2.6584 0.03
O 3.8965 -4.2267 0.1757 -0.05
H 3.2658 -4.1154 -0.5356 0.02
H 4.5920 -3.5988 -0.0198 0.03
O 2.7965 7.4874 3.3742 -0.05
H 1.9937 7.0623 3.6758 0.03
H 3.3989 7.4155 4.1146 0.03
O 4.4994 -4.9798 4.6687 -0.05
H 5.0928 -5.7145 4.8244 0.03
H 4.5141 -4.8563 3.7196 0.02
O 4.7662 3.2392 -3.4689 -0.05
H 4.0666 3.8925 -3.4687 0.03
H 4.3142 2.4037 -3.5868 0.02
O -3.4026 5.9858 -2.7335 -0.05
H -3.8192 5.6543 -3.5290 0.02
H -3.2642 5.2080 -2.1931 0.03
O -4.4715 -1.6839 -5.0114 -0.06
H -4.9391 -1.3319 -5.7689 0.04
H -5.1506 -2.1055 -4.4849 0.04
```

Properties
Calculated total energy: -69869.797 eV
E_HOMO: -8.3 eV
Charge: 0
Gap between HOMO and LUMO: 2.43 eV
ΔE to the lowest compared entry with this formula, charge and spin: 2217.2 kJ/mol